(1)
Entry from the Open Molecules 2025 dataset: a structure of composition C26H19AuN3O2S at a distorted geometry (wB97M-V/def2-TZVPD).

The geometry in ORCA input format:
```
! RIJCOSX wB97M-V def2-TZVPD def2/J DEFGRID3
* xyz 1 1
Au 0.099 -0.932 -0.359
O -2.335 0.522 -0.404
S -1.556 1.687 -0.754
O -1.824 2.406 -1.964
N -0.025 1.127 -0.743
C 0.953 1.585 -1.621
C 1.098 2.861 -2.115
C 2.145 3.171 -3.005
C 3.054 2.229 -3.402
C 2.927 0.902 -2.934
C 3.824 -0.132 -3.275
C 3.643 -1.395 -2.777
C 2.532 -1.649 -1.964
N 1.677 -0.700 -1.639
C 1.857 0.587 -2.076
C -1.753 2.830 0.592
C -1.484 4.174 0.387
C -1.605 5.063 1.444
C -2.006 4.609 2.693
C -2.303 3.266 2.882
C -2.179 2.372 1.829
H 0.403 3.635 -1.833
H 2.225 4.187 -3.364
H 3.873 2.481 -4.060
H 4.660 0.091 -3.926
H 4.321 -2.202 -3.006
H 2.333 -2.641 -1.583
H -1.209 4.530 -0.596
H -1.402 6.113 1.288
H -2.110 5.307 3.513
H -2.655 2.918 3.844
H -2.456 1.335 1.947
C -0.864 -0.552 3.837
C -1.262 -1.841 4.162
C -1.231 -2.834 3.196
C -0.817 -2.519 1.912
N -0.480 -1.244 1.612
C -0.480 -0.288 2.539
C -0.640 -3.457 0.789
C -1.009 -4.797 0.806
C -0.866 -5.565 -0.341
C -0.375 -5.002 -1.506
C 0.008 -3.662 -1.539
C -0.107 -2.904 -0.390
H -0.855 0.243 4.568
H -1.581 -2.075 5.168
H -1.508 -3.850 3.436
H -0.174 0.697 2.215
H -1.427 -5.242 1.700
H -1.160 -6.605 -0.328
H -0.288 -5.605 -2.400
H 0.392 -3.233 -2.455
*
```

As for the energy above the lowest of the compared OMol25 structures with the same formula, charge and spin: 7.6 kcal/mol.

(2)
Entry from the Open Molecules 2025 dataset: a structure of composition C26H19B4F3HgNO36S at a distorted geometry (wB97M-V/def2-TZVPD).

The geometry in ORCA input format:
```
! RIJCOSX wB97M-V def2-TZVPD def2/J DEFGRID3
* xyz -3 1
Hg 0.338 -1.338 -0.286
O 2.269 0.090 3.939
C 2.508 1.040 3.224
O 3.078 2.187 3.525
B 2.787 3.141 2.412
O 2.372 2.339 1.260
C 2.054 1.130 1.736
O 1.500 0.275 1.091
O 3.905 4.062 2.070
C 3.466 5.300 2.013
O 4.064 6.224 1.526
C 2.057 5.347 2.514
O 1.728 4.092 2.796
O 1.384 6.386 2.491
O 4.447 5.317 -2.274
C 4.679 4.116 -2.224
O 3.816 3.145 -2.449
B 4.484 1.847 -2.206
O 5.829 2.203 -1.689
C 6.035 3.455 -1.839
O 7.018 4.116 -1.622
O 3.755 0.829 -1.423
C 3.199 -0.075 -2.179
O 2.191 -0.695 -1.867
C 3.774 0.157 -3.582
O 4.681 1.102 -3.499
O 3.400 -0.363 -4.591
O -0.217 0.768 -1.200
C -0.502 1.862 -1.674
O -0.478 3.048 -1.130
B -0.959 3.975 -2.194
O -1.491 3.095 -3.239
C -1.188 1.892 -3.038
O -1.514 0.910 -3.699
O 0.161 4.845 -2.729
C -0.015 6.060 -2.264
O 0.762 6.992 -2.290
C -1.408 6.122 -1.617
O -1.986 4.944 -1.720
O -1.858 7.001 -0.923
O -0.600 -0.309 4.576
C -1.249 0.441 3.894
O -1.648 1.684 4.159
B -2.279 2.371 2.980
O -2.059 1.442 1.860
C -1.511 0.289 2.322
O -1.064 -0.563 1.609
O -1.817 3.786 2.776
C -2.869 4.512 2.620
O -2.873 5.679 2.367
C -4.136 3.698 2.901
O -3.762 2.518 3.276
O -5.255 4.157 2.863
C 3.081 -4.778 1.769
F 2.372 -5.485 2.610
F 4.417 -4.925 1.981
F 2.948 -5.202 0.516
S 2.758 -2.895 1.918
O 4.014 -2.297 1.477
O 1.650 -2.567 0.993
O 2.431 -2.623 3.305
C -0.138 -5.044 0.243
C -1.486 -4.683 -0.412
C -2.512 -4.795 0.693
C -3.970 -4.425 0.337
C -3.861 -2.976 -0.081
C -2.903 -2.738 -1.289
N -1.595 -3.337 -0.929
O -0.627 -3.030 -1.881
C -3.416 -3.304 -2.582
C -2.853 -1.170 -1.356
C -1.666 -5.846 -1.397
H 0.623 -4.798 -0.497
H -0.105 -6.060 0.629
H 0.021 -4.362 1.080
H -2.489 -5.831 1.042
H -2.229 -4.204 1.565
H -4.635 -4.588 1.190
H -4.508 -5.097 -0.338
H -3.472 -2.382 0.748
H -4.921 -2.713 -0.123
H -4.220 -2.642 -2.918
H -2.763 -3.370 -3.452
H -4.073 -4.166 -2.448
H -2.425 -0.833 -2.300
H -3.832 -0.702 -1.258
H -2.295 -0.815 -0.489
H -2.709 -5.794 -1.723
H -1.555 -6.864 -1.027
H -1.099 -5.757 -2.326
H -0.963 -3.553 -2.623
*
```

As for the energy above the lowest of the compared OMol25 structures with the same formula, charge and spin: 0.0 kcal/mol.

(3)
Entry from the Open Molecules 2025 dataset: a structure of composition C26H19Br2NO2Ru at a distorted geometry (wB97M-V/def2-TZVPD).

The geometry in ORCA input format:
```
! RIJCOSX wB97M-V def2-TZVPD def2/J DEFGRID3
* xyz 0 5
Ru -1.531 -1.773 0.890
C -2.033 1.709 0.797
C -2.725 0.925 -0.289
C -3.420 1.579 -1.359
C -4.321 0.904 -2.090
C -4.491 -0.475 -1.923
C -5.473 -1.229 -2.618
Br -6.623 -0.351 -3.770
C -5.452 -2.605 -2.489
C -4.499 -3.226 -1.645
Br -4.489 -5.128 -1.704
C -3.600 -2.540 -0.874
O -2.737 -3.124 -0.090
C -3.635 -1.118 -1.006
N -2.736 -0.417 -0.207
H -0.982 1.380 1.027
H -2.544 1.486 1.714
H -2.098 2.760 0.603
H -3.346 2.634 -1.570
H -4.927 1.466 -2.811
H -6.120 -3.229 -3.079
C -0.343 -3.758 3.077
O -0.983 -3.102 1.999
H 0.415 -3.230 3.593
H 0.213 -4.581 2.571
H -1.060 -4.080 3.791
C -0.033 -0.522 1.130
C 1.108 -0.044 1.029
C 2.279 0.530 0.663
C 2.252 1.157 -0.701
C 3.429 1.687 -1.273
C 3.405 2.169 -2.585
C 2.215 2.238 -3.300
C 1.055 1.769 -2.722
C 1.063 1.262 -1.439
C 3.463 0.701 1.585
C 4.012 -0.436 2.226
C 5.115 -0.297 3.119
C 5.526 0.973 3.455
C 4.968 2.114 2.842
C 3.963 1.970 1.898
H 4.333 1.697 -0.730
H 4.338 2.485 -3.097
H 2.253 2.703 -4.256
H 0.150 1.675 -3.322
H 0.112 0.834 -1.125
H 3.560 -1.350 1.927
H 5.616 -1.155 3.568
H 6.376 1.071 4.092
H 5.359 3.066 3.122
H 3.627 2.824 1.355
*
```

As for the energy above the lowest of the compared OMol25 structures with the same formula, charge and spin: 0.0 kcal/mol.

(4)
Entry from the Open Molecules 2025 dataset: a structure of composition C26H19BrN2O4PdTe (wB97M-V/def2-TZVPD).

The geometry in ORCA input format:
```
! RIJCOSX wB97M-V def2-TZVPD def2/J DEFGRID3
* xyz 0 1
Pd 0.334 -0.136 -0.363
O 7.493 1.864 2.577
C 6.869 1.485 1.441
O 7.485 1.416 0.418
C 5.405 1.156 1.529
C 4.630 1.353 2.667
C 3.285 1.023 2.668
C 2.711 0.485 1.522
C 3.467 0.317 0.369
C 4.810 0.642 0.381
N 1.328 0.139 1.480
C 0.762 -0.341 2.513
C -0.672 -0.671 2.577
C -1.268 -0.836 3.820
C -2.624 -1.126 3.865
C -3.317 -1.250 2.675
C -2.632 -1.069 1.478
N -1.340 -0.786 1.430
H 6.894 1.827 3.330
H 5.034 1.800 3.567
H 2.687 1.228 3.546
H 2.998 -0.093 -0.516
H 5.419 0.506 -0.501
H 1.342 -0.525 3.416
H -0.686 -0.731 4.725
H -3.125 -1.257 4.814
H -4.371 -1.492 2.661
H -3.142 -1.158 0.526
Te -0.094 2.381 -0.133
C -1.968 2.598 -1.065
C -2.672 1.524 -1.594
C -3.900 1.713 -2.212
C -4.439 2.987 -2.315
C -3.747 4.065 -1.781
C -2.525 3.873 -1.152
H -2.268 0.528 -1.509
H -4.437 0.862 -2.614
H -5.393 3.139 -2.802
H -4.163 5.062 -1.848
H -2.005 4.724 -0.729
Br -3.117 -2.257 -5.739
C -1.983 -2.455 -4.239
C -1.534 -1.326 -3.576
C -0.699 -1.492 -2.480
C -0.311 -2.746 -2.025
C -0.790 -3.856 -2.714
C -1.613 -3.722 -3.818
C 0.590 -2.994 -0.826
O 0.714 -4.129 -0.410
O 1.212 -1.963 -0.344
H -1.820 -0.341 -3.913
H -0.345 -0.517 -2.071
H -0.498 -4.833 -2.353
H -1.969 -4.593 -4.350
*
```

As for the energy above the lowest of the compared OMol25 structures with the same formula, charge and spin: 27.1 kcal/mol.

(5)
Entry from the Open Molecules 2025 dataset: a structure of composition C26H19Cl4N5NbO2S7 at a distorted geometry (wB97M-V/def2-TZVPD).

The geometry in ORCA input format:
```
! RIJCOSX wB97M-V def2-TZVPD def2/J DEFGRID3
* xyz -1 1
Nb 0.294 0.099 0.164
S 0.765 2.535 -0.569
C 0.265 3.636 0.712
C 0.608 4.988 0.559
N 0.857 6.102 0.403
C -0.366 3.174 1.866
S -0.843 1.527 2.109
C -0.753 4.048 2.910
N -1.069 4.773 3.753
S 0.547 -4.998 -5.558
C 0.521 -3.878 -4.353
S 0.171 -2.181 -4.618
C 0.308 -1.666 -2.957
C 0.635 -2.641 -2.052
S 0.786 -2.442 -0.354
S 0.879 -4.269 -2.682
S 0.034 0.017 -2.598
Cl 3.648 -2.406 5.587
C 2.383 -2.030 4.511
C 1.118 -2.654 4.637
Cl 0.862 -3.798 5.886
C 0.084 -2.383 3.759
Cl -1.471 -3.131 3.878
C 0.307 -1.494 2.699
O -0.533 -1.170 1.760
C 1.597 -0.823 2.624
O 1.782 -0.016 1.617
C 2.613 -1.108 3.529
Cl 4.112 -0.292 3.277
C -4.379 -2.315 -0.203
C -4.228 -1.163 0.806
N -4.020 0.177 0.206
C -5.213 1.042 0.192
C -6.208 0.680 -0.915
C -2.836 0.535 -0.333
C -2.713 1.918 -0.916
N -1.793 -0.293 -0.294
H -4.362 -3.291 0.294
H -3.553 -2.296 -0.957
H -5.306 -2.190 -0.767
H -3.365 -1.369 1.478
H -5.126 -1.089 1.440
H -4.919 2.100 0.118
H -5.727 0.920 1.166
H -5.655 0.565 -1.870
H -6.963 1.460 -1.044
H -6.697 -0.278 -0.675
H -3.580 2.120 -1.562
H -1.789 2.026 -1.505
H -2.689 2.660 -0.104
H -2.022 -1.259 -0.080
N 2.261 0.179 -0.842
C 3.339 0.402 -1.166
C 4.662 0.669 -1.579
C 5.758 0.073 -0.944
C 7.020 0.378 -1.406
C 7.188 1.298 -2.441
C 6.102 1.882 -3.068
C 4.820 1.550 -2.654
H 5.584 -0.600 -0.121
H 7.885 -0.098 -0.952
H 8.201 1.542 -2.760
H 6.233 2.572 -3.897
H 3.949 1.972 -3.139
*
```

As for the energy above the lowest of the compared OMol25 structures with the same formula, charge and spin: 0.0 kcal/mol.

(6)
Entry from the Open Molecules 2025 dataset: a structure of composition C26H19IKN at a distorted geometry (wB97M-V/def2-TZVPD).

The geometry in ORCA input format:
```
! RIJCOSX wB97M-V def2-TZVPD def2/J DEFGRID3
* xyz -2 1
K -0.524 -0.376 -1.642
I -2.328 -7.382 -2.498
C -2.953 -5.426 -1.926
C -4.277 -5.214 -1.580
C -4.638 -3.899 -1.299
C -3.673 -2.912 -1.342
N -2.395 -3.138 -1.650
C -2.051 -4.385 -1.971
H -4.986 -6.025 -1.508
H -5.664 -3.659 -1.054
H -3.914 -1.876 -1.126
H -1.016 -4.531 -2.256
C 2.021 -0.685 -1.654
C 2.316 -0.158 -0.571
C 2.785 0.392 0.668
C 2.742 1.823 0.853
C 1.853 2.637 0.106
C 1.827 4.012 0.236
C 2.691 4.667 1.112
C 3.598 3.897 1.837
C 3.631 2.521 1.711
C 3.296 -0.500 1.665
C 3.431 -0.156 3.041
C 3.909 -1.054 3.975
C 4.264 -2.355 3.616
C 4.097 -2.734 2.282
C 3.626 -1.845 1.337
H 1.175 2.152 -0.584
H 1.121 4.587 -0.355
H 2.667 5.747 1.221
H 4.306 4.387 2.502
H 4.375 1.959 2.262
H 3.124 0.830 3.367
H 3.995 -0.743 5.014
H 4.646 -3.052 4.354
H 4.343 -3.751 1.985
H 3.499 -2.152 0.306
C -4.459 3.503 -1.811
C -4.531 2.487 -0.868
C -3.652 1.408 -0.940
C -2.654 1.249 -1.926
C -2.640 2.314 -2.853
C -3.500 3.409 -2.812
H -5.131 4.355 -1.764
H -5.271 2.542 -0.072
H -3.755 0.641 -0.167
H -1.906 2.294 -3.661
H -3.423 4.196 -3.559
*
```

As for the energy above the lowest of the compared OMol25 structures with the same formula, charge and spin: 16.1 kcal/mol.

(7)
Entry from the Open Molecules 2025 dataset: a structure of composition C26H19N4O4Os at a distorted geometry (wB97M-V/def2-TZVPD).

The geometry in ORCA input format:
```
! RIJCOSX wB97M-V def2-TZVPD def2/J DEFGRID3
* xyz 1 1
Os 0.146 0.146 -0.646
O -2.288 2.789 1.255
C -1.460 2.361 0.498
N -1.523 1.157 -0.206
C -2.687 0.636 -0.698
C -3.984 1.128 -0.479
C -5.045 0.523 -1.104
C -4.857 -0.575 -1.956
C -3.600 -1.085 -2.183
C -2.499 -0.486 -1.558
N -1.162 -0.841 -1.693
C -0.741 -2.028 -2.312
O -1.403 -2.777 -2.975
C 0.702 -2.329 -2.006
C 1.247 -3.553 -2.338
C 2.558 -3.820 -1.975
C 3.284 -2.837 -1.319
C 2.677 -1.627 -1.036
N 1.402 -1.378 -1.357
C -0.205 3.099 0.144
C 0.170 4.242 0.822
C 1.292 4.928 0.379
C 1.967 4.462 -0.736
C 1.522 3.299 -1.350
N 0.468 2.626 -0.910
H -4.136 1.962 0.188
H -6.048 0.893 -0.936
H -5.703 -1.034 -2.448
H -3.458 -1.926 -2.837
H 0.635 -4.272 -2.864
H 3.013 -4.774 -2.203
H 4.312 -2.993 -1.025
H 3.220 -0.831 -0.547
H -0.417 4.573 1.667
H 1.628 5.820 0.891
H 2.827 4.985 -1.129
H 2.026 2.900 -2.221
C 0.268 -2.416 3.211
C 0.689 -1.358 2.227
O -0.140 -1.050 1.355
C 2.001 -0.751 2.347
C 2.924 -1.207 3.308
C 4.171 -0.652 3.433
C 4.540 0.407 2.596
C 3.657 0.895 1.664
C 2.368 0.336 1.510
O 1.576 0.863 0.618
H -0.748 -2.722 2.978
H 0.303 -2.038 4.233
H 0.925 -3.284 3.140
H 2.647 -2.021 3.965
H 4.858 -1.020 4.183
H 5.526 0.846 2.677
H 3.912 1.722 1.013
*
```

As for the energy above the lowest of the compared OMol25 structures with the same formula, charge and spin: 58.9 kcal/mol.

(8)
Entry from the Open Molecules 2025 dataset: a structure of composition C26H20Br2CoNO3PS3 (wB97M-V/def2-TZVPD).

The geometry in ORCA input format:
```
! RIJCOSX wB97M-V def2-TZVPD def2/J DEFGRID3
* xyz 1 1
Co -0.077 0.530 0.470
S 1.631 0.112 1.906
C 2.298 -0.296 0.388
N 1.461 -0.099 -0.604
C 2.070 -0.336 -1.841
C 1.523 -0.182 -3.111
C 2.301 -0.489 -4.210
C 3.612 -0.948 -4.068
C 4.171 -1.098 -2.814
C 3.389 -0.785 -1.709
S 3.857 -0.860 -0.030
H 0.518 0.183 -3.236
H 1.886 -0.365 -5.202
H 4.199 -1.179 -4.947
H 5.190 -1.441 -2.693
O -2.227 2.809 2.922
S -1.336 1.851 2.370
O -1.842 1.042 1.194
O -0.044 2.356 1.901
C -1.168 0.505 3.542
C -1.327 0.806 4.882
C -1.369 -0.215 5.823
C -1.295 -1.535 5.415
C -1.142 -1.842 4.068
C -1.048 -0.833 3.118
P -0.788 -1.309 1.376
C 0.392 -2.668 1.209
C 1.219 -3.125 2.233
C 2.155 -4.113 1.972
C 2.291 -4.629 0.691
C 1.485 -4.159 -0.338
C 0.535 -3.185 -0.079
C -2.355 -1.993 0.761
C -3.418 -1.205 0.319
C -4.606 -1.798 -0.075
C -4.755 -3.177 -0.025
C -3.712 -3.966 0.433
C -2.516 -3.381 0.824
H -1.455 1.839 5.180
H -1.492 0.025 6.870
H -1.363 -2.335 6.140
H -1.101 -2.881 3.761
H 1.150 -2.701 3.226
H 2.789 -4.473 2.772
H 3.029 -5.395 0.493
H 1.594 -4.551 -1.341
H -0.096 -2.820 -0.882
H -3.333 -0.130 0.306
H -5.428 -1.177 -0.409
H -5.687 -3.635 -0.332
H -3.822 -5.041 0.489
H -1.712 -4.015 1.170
Br -1.483 1.381 -1.786
C -2.594 0.090 -2.728
Br -1.822 -1.645 -2.945
H -2.764 0.519 -3.706
H -3.507 -0.009 -2.158
*
```

As for the energy above the lowest of the compared OMol25 structures with the same formula, charge and spin: 37.2 kcal/mol.